(1)
A cluster of 3 separate species, C2H11N2O2 in total at a distorted geometry, computed with ωB97M-V/def2-TZVPD.

Structure (XYZ):
```
17
Properties=species:S:1:pos:R:3:nbo_charge:R:1
C 1.1743 -1.6168 -0.3388 -0.43
N -1.0478 1.2330 0.5532 -0.72
C -0.5353 0.2476 -0.1828 0.39
N 0.4510 -0.4889 0.3649 -0.52
H 2.3332 -1.5307 -0.1833 0.25
H 0.7842 -2.6028 -0.0324 0.23
H 0.9425 -1.4551 -1.4169 0.22
H -0.4212 1.4835 1.2944 0.45
H -1.7351 1.7167 0.0743 0.43
H -0.6107 0.2995 -1.3127 0.26
H 0.2308 -0.6462 1.3104 0.42
H -0.7754 -0.4686 -3.8859 0.47
H -0.0023 0.7217 -4.3141 0.49
O -0.6900 0.4341 -3.5545 -0.96
H 0.7431 0.9398 3.8783 0.51
H 0.5384 -0.6517 3.7128 0.50
O 0.4795 0.2160 3.2517 -1.00
```

The total energy is -342.5301 Ha. For the HOMO energy, the calculation gives -14.847 eV. Its energy above the lowest of the compared OMol25 structures with the same formula, charge and spin is 1.5884 eV. Its total charge is +1. The LUMO energy comes out at -3.76 eV. For the frontier orbital gap, the calculation gives 11.08 eV.



(2)
A cluster of 6 separate species, C36H69FN3O14S in total at a distorted geometry, computed with ωB97M-V/def2-TZVPD.

Structure (XYZ):
```
124
Properties=species:S:1:pos:R:3:mulliken_charge:R:1
C 3.0441 -2.7772 3.6724 -1.06
C 2.0622 -3.6071 3.2116 -0.45
C 0.8965 -2.9824 2.4269 0.58
C 0.3051 -3.7375 1.2964 0.35
C 0.8187 -5.1533 0.8267 -0.75
C 1.6534 -4.8787 -0.5327 -0.73
S 3.4027 -5.4439 -0.4308 -0.15
C 4.4422 -4.0124 -0.0982 0.45
N 5.6345 -3.6896 -0.6947 -0.43
N 6.1646 -2.5709 -0.1947 -0.32
C 5.3116 -2.1137 0.7750 0.05
O 4.2658 -2.9864 0.8080 -0.05
C -0.8157 -3.1752 0.4931 0.08
C -1.4897 -3.9245 -0.7005 -1.24
O -2.1266 -5.1563 -0.3501 -0.41
C -2.8392 -5.0834 0.8915 -0.42
C -1.2737 -1.8307 0.8922 0.89
C -2.4073 -1.1392 0.0829 -1.22
C -1.6340 -0.7927 -1.4095 0.53
C -0.9210 0.6993 -1.4698 -0.84
O -0.1742 -0.6877 -1.3477 -0.42
N -0.7140 -1.1302 1.9491 0.54
O -1.1216 0.1177 2.3049 -0.49
C 0.3266 -1.6691 2.6976 0.38
F 0.8364 -0.9132 3.6862 -0.28
H 3.6591 -3.1197 4.5346 0.32
H 3.1516 -1.7875 3.1677 0.22
H 2.0558 -4.7155 3.3266 0.42
H -0.0221 -5.8695 0.6559 0.32
H 1.5823 -5.5683 1.5429 0.47
H 1.6932 -3.7634 -0.7169 0.28
H 1.1046 -5.2966 -1.4249 0.47
H 5.4571 -1.2048 1.3986 0.39
H -0.6588 -4.1900 -1.4144 0.26
H -2.2228 -3.3085 -1.2815 0.30
H -3.5454 -5.9600 0.9414 0.28
H -2.1557 -5.1806 1.7774 0.19
H -3.4625 -4.1556 0.9993 0.18
H -2.7157 -0.1411 0.4694 0.62
H -3.2479 -1.8301 -0.1581 0.38
H -2.1347 -1.1799 -2.3715 0.39
H -0.2439 0.9530 -2.3195 0.42
H -0.5129 1.0781 -0.4995 0.19
H -1.0619 0.6994 1.5152 0.36
C -7.4694 1.2691 0.4389 -0.75
O -6.8712 2.3979 -0.1857 -0.19
C -5.4505 2.3662 -0.1202 -0.84
C -4.8438 1.8756 -1.4261 -0.05
O -5.1720 0.5232 -1.6898 -0.23
C -6.2514 0.3958 -2.6080 -0.83
H -8.5086 1.2116 0.1125 0.18
H -6.9724 0.3338 0.1679 0.32
H -7.4505 1.3968 1.5255 0.34
H -5.1163 1.7538 0.7262 0.34
H -5.1143 3.3924 0.0584 0.45
H -3.7518 1.9215 -1.3388 0.15
H -5.1456 2.5165 -2.2610 0.26
H -5.8932 0.5809 -3.6252 0.32
H -7.0673 1.0835 -2.3796 0.30
H -6.6300 -0.6247 -2.5475 0.26
C -12.9419 0.9902 3.9116 -0.71
O -12.8819 2.2568 3.2728 -0.37
C -11.5471 2.7095 3.0809 -0.63
C -11.0717 2.4618 1.6581 -0.26
O -10.9823 1.0691 1.3697 -0.34
C -12.1065 0.5901 0.6450 -0.84
H -13.9463 0.5884 3.7708 0.25
H -12.2255 0.2802 3.4905 0.30
H -12.7586 1.1081 4.9839 0.32
H -10.8721 2.2433 3.8069 0.33
H -11.5451 3.7880 3.2687 0.38
H -10.0636 2.8752 1.5485 0.27
H -11.7206 2.9649 0.9339 0.35
H -12.0199 0.8836 -0.4062 0.31
H -13.0474 0.9669 1.0506 0.37
H -12.1122 -0.4981 0.7080 0.27
C -4.8467 8.0583 -3.0819 -0.67
O -6.0309 7.8798 -3.8435 -0.38
C -5.9196 6.8206 -4.7873 -0.54
C -6.5802 5.5485 -4.2805 -0.58
O -5.9096 5.0292 -3.1352 -0.23
C -6.5622 5.3688 -1.9188 -0.83
H -5.0930 8.6715 -2.2138 0.25
H -4.4361 7.1093 -2.7273 0.23
H -4.0974 8.5841 -3.6815 0.33
H -4.8705 6.6416 -5.0463 0.33
H -6.4362 7.1462 -5.6957 0.37
H -6.5146 4.7845 -5.0615 0.38
H -7.6401 5.7162 -4.0638 0.37
H -7.4378 4.7271 -1.7823 0.29
H -6.8705 6.4159 -1.8951 0.52
H -5.8661 5.1942 -1.0985 0.13
C 11.4970 -1.7670 2.1758 -0.81
O 11.8419 -2.7622 1.2246 -0.25
C 11.9886 -4.0513 1.8110 -0.49
C 10.7481 -4.9042 1.5999 -0.60
O 9.6204 -4.3659 2.2833 -0.39
C 8.7638 -3.6271 1.4251 -0.56
H 11.1304 -0.8938 1.6335 0.21
H 10.7123 -2.1002 2.8598 0.39
H 12.3858 -1.4787 2.7454 0.31
H 12.2304 -3.9671 2.8758 0.37
H 12.8358 -4.5345 1.3141 0.35
H 10.9304 -5.8982 2.0196 0.41
H 10.5317 -5.0252 0.5333 0.33
H 8.1591 -4.3160 0.8273 0.33
H 9.3200 -2.9627 0.7608 0.22
H 8.1006 -3.0220 2.0444 0.18
C 13.2889 2.9581 -0.6354 -0.74
O 11.8835 2.9920 -0.8367 -0.39
C 11.5249 2.8534 -2.2074 -0.46
C 11.0944 1.4317 -2.5320 -0.49
O 12.1707 0.5128 -2.3885 -0.39
C 12.1300 -0.1893 -1.1547 -0.81
H 13.4739 2.7850 0.4258 0.25
H 13.7686 2.1571 -1.2030 0.32
H 13.7256 3.9218 -0.9149 0.33
H 12.3474 3.1717 -2.8567 0.31
H 10.6796 3.5260 -2.3862 0.36
H 10.7789 1.3916 -3.5794 0.39
H 10.2427 1.1286 -1.9133 0.30
H 11.3733 -0.9788 -1.2037 0.40
H 11.9116 0.4722 -0.3132 0.31
H 13.1057 -0.6464 -0.9914 0.30
```

The total energy is -3127.9550 Ha. For the HOMO energy, the calculation gives -10.134 eV. Its total charge is +1. The LUMO energy comes out at -4.19 eV. For the frontier orbital gap, the calculation gives 5.94 eV.



(3)
The molecule CH3NOS2 at a distorted geometry, computed with ωB97M-V/def2-TZVPD.

Structure (XYZ):
```
8
Properties=species:S:1:pos:R:3:nbo_charge:R:1
C -1.7971 -0.5293 0.2297 0.25
N 1.7349 0.3240 -0.4530 -0.97
O -2.8873 -1.0082 0.1959 -0.51
S -1.2431 0.9969 -0.4657 0.09
S 0.6342 1.2253 0.5872 0.27
H -0.8863 -1.1248 0.6136 0.11
H 2.6198 0.7722 -0.5741 0.38
H 1.8249 -0.6561 -0.1337 0.38
```

The total energy is -966.2488 Ha. For the HOMO energy, the calculation gives -9.638 eV. Its energy above the lowest of the compared OMol25 structures with the same formula, charge and spin is 0.0000 eV. Its total charge is 0. The LUMO energy comes out at 0.01 eV. Its SMILES is NSSC=O. For the frontier orbital gap, the calculation gives 9.65 eV.